Run A
One molecule with the formula C20H23N3O5S. Source: the Open Molecules 2025 dataset; level of theory: ωB97M-V with the def2-TZVPD basis set.

```
! wB97M-V def2-TZVPD RIJCOSX def2/J DEFGRID3
* xyz 0 1
O -3.552 0.052 1.343
H 0.867 3.620 0.760
C 5.893 -1.092 -1.203
C -7.164 -1.102 -0.903
H 5.225 2.471 0.700
C -1.283 1.266 -0.593
C 3.279 0.080 -0.692
H 5.820 -1.065 2.011
N -4.971 -1.200 0.125
H 6.130 -3.229 -0.842
C -5.562 -1.803 1.307
H -5.669 -2.629 -1.196
S -1.780 3.638 0.468
O -4.297 2.989 -0.067
C 3.124 2.550 0.513
C 2.056 0.686 -0.540
C 6.765 -1.020 1.447
H 1.173 0.178 -0.886
O 6.928 -2.193 0.684
C 4.465 0.680 -0.239
H -5.264 -1.076 -1.956
H -7.072 -0.281 1.571
H -7.206 -0.005 -0.811
C -3.142 2.666 -0.102
H -4.414 0.924 -1.537
H 4.930 -2.424 0.213
C 5.908 -2.320 -0.283
C -7.027 -1.368 1.404
C -3.571 0.466 -1.015
C -4.036 -0.239 0.269
H -4.999 -1.469 2.179
C 6.757 0.236 0.559
C -5.701 -1.540 -1.075
C -0.593 2.400 0.010
N -2.649 1.510 -0.641
C 4.345 1.945 0.367
H 6.617 1.114 1.183
O -0.817 0.240 -1.045
H 3.077 3.526 0.974
H -3.032 -0.233 -1.661
H 3.303 -0.895 -1.153
H -5.501 -2.892 1.216
H 7.603 -0.994 2.146
H 6.871 -1.013 -1.691
N 5.702 0.116 -0.427
H -7.531 -1.882 2.223
H -7.766 -1.419 -1.756
C 0.714 2.658 0.280
C 1.933 1.942 0.072
O -7.737 -1.705 0.231
H 5.131 -1.183 -1.974
H 7.715 0.317 0.035
*
```

Summary:
- SMILES: O=C(CN1C(=O)S/C(=C/c2ccc(N3CCOCC3)cc2)C1=O)N1CCOCC1
- E_HOMO: -7.48 eV
- HOMO-LUMO gap: 0.2648 Eh



Run B
One molecule with the formula C20H23N3O5S. Source: the Open Molecules 2025 dataset; level of theory: ωB97M-V with the def2-TZVPD basis set.

```
! wB97M-V def2-TZVPD RIJCOSX def2/J DEFGRID3
* xyz 0 1
C -0.635 0.278 -6.228
H -0.242 1.276 -6.446
C -2.689 -0.488 -1.733
C 2.254 0.122 5.571
C 0.781 1.784 2.503
N 0.650 0.907 0.165
S -1.511 -1.120 -4.142
H 1.218 1.841 7.378
H 1.460 2.040 5.060
C -2.714 0.001 -0.443
H -3.579 -0.872 -2.205
H 1.629 1.005 -0.045
O 3.096 -2.025 6.009
C 2.290 1.621 7.415
C 3.376 -3.344 5.610
H 2.612 1.572 8.454
C 2.233 -1.500 3.790
C -1.574 -0.176 -7.348
H -1.081 -0.121 -8.319
H 0.593 -0.140 -2.564
C -3.434 0.652 -6.222
C -0.297 -0.080 -1.960
H 2.433 -2.488 3.407
H 1.430 -0.852 1.930
N -1.242 0.976 1.334
H -3.102 1.001 -4.107
C 0.033 1.227 1.349
C 2.537 -1.181 5.100
O -2.703 0.667 -7.430
O -2.774 -1.749 -4.416
H 2.469 -3.874 5.303
C -1.515 0.454 0.099
C 1.662 -0.559 2.942
H -3.621 0.030 0.138
H 4.107 -3.372 4.795
H 2.842 2.417 6.904
H 0.089 2.386 3.093
H -1.890 -1.211 -7.149
C -1.504 -0.519 -2.463
N -1.341 0.345 -4.961
H 3.798 -3.832 6.487
H -4.279 1.327 -6.370
C -2.565 1.117 -5.049
H 1.582 2.435 2.137
C -0.317 0.403 -0.664
H 0.185 -0.428 -6.102
O -0.314 -1.871 -4.388
H -3.799 -0.363 -6.014
C 1.684 1.044 4.713
C 1.382 0.714 3.392
H -2.287 2.168 -5.182
O 2.579 0.358 6.871
*
```

Summary:
- SMILES: COc1ccc(Cc2nc3ccc(S(=O)(=O)N4CCOCC4)cc3[nH]2)cc1OC
- E_HOMO: -8.21 eV
- HOMO-LUMO gap: 0.3198 Eh



What should be chosen as the least stable of them? Choose run B.



Run A
One molecule with the formula C3H8N4S. Source: the Open Molecules 2025 dataset; level of theory: ωB97M-V with the def2-TZVPD basis set.

```
! wB97M-V def2-TZVPD RIJCOSX def2/J DEFGRID3
* xyz 0 1
H -3.297 -0.756 0.028
H 0.522 -1.962 -0.848
N -0.885 -0.563 0.296
H 0.121 1.198 2.325
H -3.337 -2.512 -0.688
N 0.827 1.002 0.077
C -2.668 -1.632 -0.296
C 2.219 1.399 -0.111
N 1.192 -1.163 -0.627
H 2.328 2.565 -0.435
H 3.000 1.308 0.797
C 0.465 -0.274 -0.159
H -1.550 0.278 -0.184
H 2.487 0.820 -0.956
N -1.441 -1.640 -0.390
S 0.017 1.931 1.170
*
```

Summary:
- SMILES: [H]/N=C(\NN=C)N(C)S
- E_HOMO: -8.97 eV
- HOMO-LUMO gap: 0.3520 Eh



Run B
One molecule with the formula C3H8N4S. Source: the Open Molecules 2025 dataset; level of theory: ωB97M-V with the def2-TZVPD basis set.

```
! wB97M-V def2-TZVPD RIJCOSX def2/J DEFGRID3
* xyz 0 1
C -1.470 1.282 -0.508
H 0.269 1.156 1.288
H 1.485 -2.388 -1.594
C 0.769 -0.871 1.059
H 2.621 -1.510 1.443
N 0.404 -2.078 -1.077
N -0.224 0.175 1.366
S -0.258 2.064 -1.370
H 0.288 -1.052 -1.395
N -1.327 0.310 0.390
H -2.163 0.225 0.885
H -2.512 1.624 -0.671
H 1.015 -2.813 0.938
H -0.690 -2.619 0.771
N 1.997 -0.591 1.398
C 0.347 -2.136 0.401
*
```

Summary:
- SMILES: [H]/N=C(\CN)NNC=S
- E_HOMO: -8.88 eV
- HOMO-LUMO gap: 0.3332 Eh



Run C
One molecule with the formula C3H8N4S. Source: the Open Molecules 2025 dataset; level of theory: ωB97M-V with the def2-TZVPD basis set.

```
! wB97M-V def2-TZVPD RIJCOSX def2/J DEFGRID3
* xyz 0 1
N 1.151 -2.054 -0.140
N 1.493 1.234 -1.161
S -3.622 0.695 -0.079
H 0.815 2.068 -0.982
C -1.212 0.205 0.514
H 0.372 0.001 1.767
H 2.623 -1.007 -1.027
H -3.950 1.967 -0.163
H 0.247 1.606 1.204
N -2.094 1.145 0.595
H 0.653 -2.415 -0.975
C 1.228 0.374 -0.339
N 1.916 -0.879 -0.315
H 1.740 -2.806 0.133
H -1.549 -0.752 0.122
C 0.190 0.618 0.845
*
```

Summary:
- SMILES: [H]/N=C(\C/C=N/S)NN
- E_HOMO: -8.80 eV
- HOMO-LUMO gap: 0.3554 Eh



What should be chosen as the least stable of them? Choose run A.



Run A
One molecule with the formula C9H14N2O2S. Source: the Open Molecules 2025 dataset; level of theory: ωB97M-V with the def2-TZVPD basis set.

```
! wB97M-V def2-TZVPD RIJCOSX def2/J DEFGRID3
* xyz 0 1
O -1.840 2.373 -0.415
H -3.839 1.464 0.890
C 3.445 1.427 0.696
N -1.025 -1.051 1.157
O -1.211 1.963 2.013
N -3.166 0.714 0.850
H 2.721 3.159 -0.274
C 1.171 1.676 -0.074
C 1.843 -0.361 0.969
H -1.804 -1.623 1.167
C -1.177 -0.322 -1.173
C 3.146 0.157 1.185
H -3.310 0.259 -0.045
H -2.191 -0.585 -1.213
C -0.713 -0.086 0.262
H 4.481 1.655 0.924
H 0.597 -1.680 -1.437
C 2.438 2.187 0.135
S -1.608 1.503 0.713
H 0.510 2.345 -0.481
C 0.860 0.416 0.394
H -0.811 0.335 -1.977
H -0.481 -1.981 -2.599
C -0.501 -1.628 -1.608
H 3.968 -0.454 1.561
H 1.519 -1.333 1.362
H -0.530 -0.944 2.029
H -0.849 -2.538 -1.196
*
```

Summary:
- SMILES: CC[C@@](N)(c1ccccc1)S(N)(=O)=O
- E_HOMO: -9.03 eV
- HOMO-LUMO gap: 0.3544 Eh



Run B
C9H14N2O2S as an isolated structure. Source: the Open Molecules 2025 dataset; level of theory: ωB97M-V with the def2-TZVPD basis set.

```
! wB97M-V def2-TZVPD RIJCOSX def2/J DEFGRID3
* xyz 0 1
C -1.903 0.468 0.131
H 1.199 -4.096 2.028
C 0.040 1.825 -1.022
H 2.254 2.637 -0.169
C -0.280 -3.837 0.398
O 0.116 -2.200 1.792
N 0.083 1.315 0.193
H -0.934 3.082 -3.010
C -0.698 0.635 0.757
C 0.119 -3.645 1.809
H 0.695 0.079 2.327
H -2.637 -0.002 0.413
H -1.100 -3.487 0.106
C -0.488 0.015 2.120
H -1.126 0.683 3.059
H 2.738 2.194 -2.014
H 0.255 -3.417 -0.416
H 2.442 4.048 -1.372
C 0.294 2.859 -3.117
S -1.483 1.350 -1.405
N 0.775 2.608 -1.604
C -0.891 -1.327 2.168
H 0.547 2.209 -3.662
H 0.780 3.979 -3.246
H -0.309 -4.997 0.209
H -0.635 -3.952 2.443
O -2.020 -1.713 2.366
C 2.166 2.688 -1.281
*
```

Summary:
- E_HOMO: -7.59 eV
- HOMO-LUMO gap: 0.2994 Eh



What should be chosen as the least stable of them? Choose run B.



Run A
A 2-piece molecular cluster, C3H10NOS overall. Source: the Open Molecules 2025 dataset; level of theory: ωB97M-V with the def2-TZVPD basis set.

```
! wB97M-V def2-TZVPD RIJCOSX def2/J DEFGRID3
* xyz -2 2
H -0.630 -2.688 2.506
H -0.981 -0.443 -1.065
H 0.871 3.393 -2.806
C -0.255 -1.663 0.618
H -0.238 2.512 -2.388
H -0.385 -2.480 -0.108
O -0.025 3.167 -3.089
H -2.068 -2.524 1.536
H -1.645 -0.012 0.483
H 1.687 -1.676 0.161
H -1.458 -1.152 2.416
H 1.372 -0.863 1.484
N 1.154 -1.740 1.017
C -1.142 -2.016 1.814
C -0.706 -0.307 -0.005
S 0.448 1.111 0.111
*
```

Summary:
- E_HOMO (alpha / beta): 3.66 / 0.23 eV
- HOMO-LUMO gap (alpha / beta): 0.0853 / 0.2108 Eh



Run B
A 2-piece molecular cluster, C3H10NOS overall. Source: the Open Molecules 2025 dataset; level of theory: ωB97M-V with the def2-TZVPD basis set.

```
! wB97M-V def2-TZVPD RIJCOSX def2/J DEFGRID3
* xyz -2 2
C 0.385 -0.451 1.506
H 0.324 -1.480 1.904
H 0.851 -0.140 -0.364
H 2.006 1.500 0.932
H -0.339 -0.983 -2.900
H 3.017 0.660 -0.288
C 2.451 0.544 0.642
H -1.515 -1.015 0.754
N 1.412 -0.490 0.463
O -0.980 -1.712 -2.950
S -1.064 1.224 -0.184
H -1.201 -1.608 -2.007
H 3.133 0.047 1.381
H -1.705 0.164 1.973
H 0.724 0.219 2.314
C -1.065 -0.062 1.118
*
```

Summary:
- E_HOMO (alpha / beta): 3.35 / 0.04 eV
- HOMO-LUMO gap (alpha / beta): 0.1052 / 0.2031 Eh



What should be chosen as the least stable of them? Choose run B.



Run A
A 2-piece molecular cluster, C2H10O2Si2 overall. Source: the Open Molecules 2025 dataset; level of theory: ωB97M-V with the def2-TZVPD basis set.

```
! wB97M-V def2-TZVPD RIJCOSX def2/J DEFGRID3
* xyz 0 1
H -0.136 2.176 -0.055
H 1.265 -3.110 1.678
C 1.010 -1.020 1.221
H 0.070 1.739 2.300
Si 0.022 1.530 -3.939
H -0.415 -2.546 1.718
H -1.955 1.118 1.171
O 0.037 -0.196 0.651
H 0.392 -2.792 0.168
H 1.210 -0.708 2.254
H -1.629 2.622 -2.710
H -1.141 0.709 -4.405
C 0.535 -2.466 1.196
Si -0.509 1.277 1.035
O -0.696 2.580 -2.931
H 1.939 -0.912 0.648
*
```

Summary:
- E_HOMO: -8.48 eV
- HOMO-LUMO gap: 0.3108 Eh



Run B
C2H10O2Si2 as an isolated structure. Source: the Open Molecules 2025 dataset; level of theory: ωB97M-V with the def2-TZVPD basis set.

```
! wB97M-V def2-TZVPD RIJCOSX def2/J DEFGRID3
* xyz 0 1
O 0.022 1.490 -0.001
C -2.390 0.565 -0.872
H -2.177 2.532 0.430
H 4.036 0.556 0.055
H 1.029 0.218 -1.879
Si 1.154 0.445 -0.402
H -1.147 0.457 1.859
H 2.906 -0.925 0.059
C 2.952 0.179 0.374
H -1.811 1.253 -1.499
H -3.283 1.058 -0.727
H 0.756 -1.847 0.298
H 2.799 0.266 1.398
O 0.317 -0.962 0.129
H -2.570 -0.424 -1.210
Si -1.496 1.269 0.664
*
```

Summary:
- E_HOMO: -9.85 eV
- HOMO-LUMO gap: 0.3898 Eh



What should be chosen as the least stable of them? Choose run A.



Run A
One molecule with the formula C8H16N2Si. Source: the Open Molecules 2025 dataset; level of theory: ωB97M-V with the def2-TZVPD basis set.

```
! wB97M-V def2-TZVPD RIJCOSX def2/J DEFGRID3
* xyz 0 1
H -0.588 2.108 1.609
H 3.612 1.567 -0.305
H -0.125 1.034 -2.585
H -3.028 -2.484 -0.587
C 0.314 1.546 1.491
H -0.488 -1.330 1.285
Si 0.473 0.406 -0.059
H -0.469 -1.813 -0.609
H -2.999 -2.311 1.152
N 3.470 0.604 0.031
H 4.550 -2.494 0.122
H -4.183 -1.487 0.360
H -2.550 -0.139 -0.968
C 0.238 1.423 -1.724
H 1.035 2.010 -2.019
H 1.112 2.311 1.486
C -0.721 -0.992 0.245
H 0.415 0.997 2.532
C -3.187 -1.779 0.193
N 2.757 -1.495 0.076
H -2.318 0.177 0.935
C 4.557 -0.228 0.078
C 2.331 -0.282 0.006
H -0.460 2.167 -1.399
C -2.201 -0.555 0.021
C 4.107 -1.491 -0.011
H 5.531 0.201 0.327
*
```

Summary:
- SMILES: CCC[Si](C)(C)c1ncc[nH]1
- E_HOMO: -8.57 eV
- HOMO-LUMO gap: 0.3424 Eh



Run B
A 2-piece molecular cluster, C8H16N2Si overall. Source: the Open Molecules 2025 dataset; level of theory: ωB97M-V with the def2-TZVPD basis set.

```
! wB97M-V def2-TZVPD RIJCOSX def2/J DEFGRID3
* xyz 0 1
H 3.940 -0.332 -2.426
H 0.350 -0.491 1.472
C 4.080 -0.286 -1.374
H 2.125 -0.043 -0.637
N 4.817 -0.308 0.702
H -0.823 1.191 -1.396
C -2.425 0.635 -0.051
H -2.366 3.394 -2.220
H -0.098 -2.013 2.060
H -2.488 0.950 -2.234
H -1.443 3.310 -0.619
C 3.500 0.037 0.830
N 3.054 -0.158 -0.425
C 5.160 -0.533 -0.611
C -2.239 2.811 -1.241
H 5.505 -0.379 1.423
C -1.895 1.265 -1.407
H -2.313 1.181 0.884
C -1.551 -2.156 -1.180
H -3.476 0.619 -0.253
H -1.132 -0.699 2.460
H 6.128 -0.511 -0.922
H -2.131 -2.012 -2.028
C -0.564 -1.180 1.645
H -0.988 -3.069 -1.176
H -3.199 2.840 -0.660
Si -1.665 -1.090 0.174
*
```

Summary:
- E_HOMO: -7.81 eV
- HOMO-LUMO gap: 0.3123 Eh



What should be chosen as the least stable of them? Choose run B.



Run A
One molecule with the formula C4H6OS2. Source: the Open Molecules 2025 dataset; level of theory: ωB97M-V with the def2-TZVPD basis set.

```
! wB97M-V def2-TZVPD RIJCOSX def2/J DEFGRID3
* xyz 0 1
H -1.932 1.149 -2.037
H 1.089 1.390 -0.795
C 1.000 0.080 0.900
H 0.033 -2.101 1.559
H 0.058 2.146 0.480
H -1.506 0.279 0.185
O -0.124 -2.171 0.637
S 1.498 0.071 2.440
S -1.170 0.041 -2.150
C 0.344 -0.969 0.016
C 0.426 1.202 0.067
C -0.618 0.155 -0.432
H 0.902 -1.271 -0.871
*
```

Summary:
- SMILES: O[C@@H]1C(=S)C[C@H]1S
- E_HOMO: -9.11 eV
- HOMO-LUMO gap: 0.3128 Eh



Run B
One molecule with the formula C4H6OS2. Source: the Open Molecules 2025 dataset; level of theory: ωB97M-V with the def2-TZVPD basis set.

```
! wB97M-V def2-TZVPD RIJCOSX def2/J DEFGRID3
* xyz 0 1
C 1.221 -0.326 0.439
O -0.535 -0.851 -1.262
H 2.129 -0.855 0.378
S -0.616 1.645 -0.063
H 1.849 1.800 0.096
S -2.846 -0.427 0.276
H 1.260 0.841 -1.306
H 1.096 -0.420 1.584
C -0.037 -1.045 0.040
C 1.127 1.012 -0.298
H -3.232 0.824 -0.057
H -0.224 -2.101 0.458
C -1.194 -0.097 -0.283
*
```

Summary:
- SMILES: S[C@]12O[C@H]1CCS2
- E_HOMO: -9.06 eV
- HOMO-LUMO gap: 0.3595 Eh



Run C
A 2-piece molecular cluster, C4H6OS2 overall. Source: the Open Molecules 2025 dataset; level of theory: ωB97M-V with the def2-TZVPD basis set.

```
! wB97M-V def2-TZVPD RIJCOSX def2/J DEFGRID3
* xyz 0 1
S -1.054 1.090 2.764
O -1.177 1.172 -1.297
H 1.467 -0.450 -1.609
H 1.817 0.989 -0.587
H -1.222 -2.402 0.148
H 1.489 1.294 -2.374
C 1.249 0.651 -1.413
S 0.119 -2.022 0.063
C -0.150 0.760 -0.892
H -2.167 -0.583 1.553
C -1.186 -0.109 1.663
H 0.921 0.045 1.188
C -0.105 -0.437 0.793
*
```

Summary:
- E_HOMO: -8.15 eV
- HOMO-LUMO gap: 0.2743 Eh



What should be chosen as the least stable of them? Choose run C.